Here is a structure of composition C37H54InN3P from the OMol25 dataset. Energies are from wB97M-V/def2-TZVPD.

Calculated values
LUMO energy ... 2.54 eV
Maximum force ... 2.836 eV/Å
Net charge ... -1

Structure (XYZ):
```
96
C37H54InN3P, DFT wB97M-V/def2-TZVPD
In 0.45 -0.23 0.34
N 1.74 -3.20 2.26
N 1.35 -2.21 -1.26
C 2.21 2.10 -0.41
C 3.30 1.23 -0.09
C 3.13 0.77 1.24
C 3.99 -0.17 2.00
H 4.81 -0.55 1.38
H 3.41 -1.04 2.37
H 4.43 0.32 2.88
C 1.92 1.33 1.76
C 1.42 1.16 3.15
H 1.83 1.92 3.84
H 1.66 0.17 3.56
H 0.32 1.26 3.20
C 1.36 2.19 0.73
C 0.16 3.05 0.89
H -0.60 2.53 1.50
H -0.31 3.30 -0.07
H 0.37 4.00 1.41
C 4.41 0.85 -1.00
H 5.30 1.49 -0.86
H 4.11 0.94 -2.05
H 4.72 -0.18 -0.83
C 1.96 2.78 -1.71
H 0.89 2.94 -1.89
H 2.34 2.20 -2.55
H 2.44 3.78 -1.75
C 1.11 -3.81 3.26
H 1.57 -3.74 4.26
C -0.10 -4.51 3.10
H -0.51 -5.06 3.95
C -0.72 -4.51 1.85
H -1.67 -5.01 1.68
C -0.09 -3.84 0.80
H -0.51 -3.77 -0.20
C 1.12 -3.16 1.06
C 1.71 -2.21 0.13
H 2.76 -1.96 0.31
C 0.80 -1.06 -1.74
C 1.70 -3.09 -2.31
H 2.15 -4.04 -2.11
C 1.42 -2.43 -3.44
H 1.55 -2.71 -4.47
N 0.93 -1.17 -3.10
C 0.78 -0.07 -3.99
C 1.84 0.30 -4.84
C 1.65 1.42 -5.66
H 2.45 1.70 -6.34
C 0.48 2.17 -5.63
C 0.25 3.32 -6.56
H -0.30 4.12 -6.05
H -0.36 3.03 -7.43
H 1.19 3.72 -6.94
C -0.51 1.83 -4.71
H -1.42 2.43 -4.66
C -0.38 0.72 -3.87
C -1.48 0.40 -2.91
H -1.66 -0.68 -2.78
H -2.42 0.86 -3.25
H -1.28 0.83 -1.91
C 3.15 -0.42 -4.89
H 3.09 -1.38 -5.41
H 3.60 -0.59 -3.90
H 3.86 0.21 -5.45
C -1.68 -1.84 4.35
C -2.50 -1.61 3.07
C -4.01 -1.68 3.34
P -2.03 -0.04 2.18
C -2.83 -0.20 0.43
C -3.73 -1.40 0.14
C -3.34 1.11 -0.13
C -2.71 1.28 3.35
C -2.90 2.68 2.76
C -1.82 1.37 4.60
H -2.09 -1.28 5.21
H -0.61 -1.60 4.21
H -1.74 -2.91 4.62
H -2.22 -2.40 2.35
H -4.29 -1.05 4.21
H -4.61 -1.37 2.48
H -4.27 -2.72 3.58
H -1.89 -0.42 -0.14
H -4.75 -1.30 0.54
H -3.81 -1.52 -0.95
H -3.29 -2.34 0.52
H -2.56 1.89 -0.13
H -3.64 0.99 -1.19
H -4.22 1.50 0.41
H -3.69 0.87 3.62
H -3.60 3.24 3.39
H -1.96 3.25 2.77
H -3.29 2.67 1.74
H -1.16 2.25 4.54
H -2.43 1.51 5.50
H -1.18 0.50 4.77
```